*i*
Formula: C3H10N2O
Source: OMol25
Level of theory: ωB97M-V/def2-TZVPD

Structure (ORCA input):
```
! wB97M-V def2-TZVPD RIJCOSX def2/J DEFGRID3
* xyz 0 1
C -2.48674 0.59346 1.07136
C -1.40391 0.50399 0.04070
N -0.43453 -0.55088 0.28273
C 0.07710 -1.10695 -0.88156
N 1.04372 -1.92465 -0.80720
H -3.26230 -0.15136 1.12468
H -3.08103 1.50021 1.31115
H -1.95263 0.71756 2.07333
H -1.98772 0.48332 -0.96877
H -1.06792 1.55613 -0.21598
H 0.27042 -0.26121 1.01742
H -0.50535 -0.82087 -1.81653
H 1.39940 -2.30322 -1.65925
H 2.93680 0.94330 -0.38143
H 2.89464 1.69272 1.03013
O 2.87158 1.75364 0.09671
*
```

Properties
Kohn-Sham gap in hartree: 0.37081
HOMO level in eV: -9.2
SMILES string: [H]/N=C/NCC.O

***

*ii*
Formula: C3H10N2O
Source: OMol25
Level of theory: ωB97M-V/def2-TZVPD

Structure (ORCA input):
```
! wB97M-V def2-TZVPD RIJCOSX def2/J DEFGRID3
* xyz 0 1
C -1.21822 1.66388 1.54498
C -1.12491 0.98972 0.17879
N 0.41677 0.92058 -0.14251
C 1.02483 -0.29764 0.38391
N 2.13006 -0.91846 0.18311
H -1.72946 1.10215 2.39990
H -1.62273 2.65543 1.49820
H -0.19686 1.67615 1.94059
H -1.43556 -0.05364 0.04669
H -1.73420 1.56323 -0.56093
H 0.75537 1.93664 -0.07837
H 0.45081 -0.51839 1.42518
H 2.10095 -1.76265 0.78339
H -0.42201 -1.41287 -2.65656
H -0.17975 -2.21264 -1.23362
O -0.73807 -2.14050 -2.06185
*
```

Properties
Kohn-Sham gap in hartree: 0.37170
HOMO level in eV: -9.3
SMILES string: [H]/N=C/NCC.O

***

*iii*
Formula: C3H10N2O
Source: OMol25
Level of theory: ωB97M-V/def2-TZVPD

Structure (ORCA input):
```
! wB97M-V def2-TZVPD RIJCOSX def2/J DEFGRID3
* xyz 0 1
C 0.62032 -0.51376 0.21593
C 1.87397 0.23737 0.69550
O 2.83389 -0.68512 1.10876
N -0.27358 0.29155 -0.58977
C -1.63381 -0.26796 -0.66685
N -2.61946 0.88024 -0.72080
H 0.08445 -0.99974 1.02918
H 1.06995 -1.34772 -0.35073
H 2.06870 0.95174 -0.12218
H 1.55108 0.92592 1.49844
H 3.66841 -0.21948 1.10610
H -0.09177 0.44184 -1.58132
H -1.80449 -0.98576 0.14215
H -1.88600 -0.83634 -1.58006
H -3.32931 0.57338 -0.05404
H -2.13235 1.55384 -0.13030
*
```

Properties
Kohn-Sham gap in hartree: 0.36946
HOMO level in eV: -9.1
SMILES string: NCNCCO

***

The least stable of them is *ii*.

***

*i*
Formula: C3H10N2O
Source: OMol25
Level of theory: ωB97M-V/def2-TZVPD

Structure (ORCA input):
```
! wB97M-V def2-TZVPD RIJCOSX def2/J DEFGRID3
* xyz 0 1
C 1.71083 0.65534 -0.26311
C 1.21027 1.88166 -0.16334
O -0.10253 2.08493 0.21885
H 2.61758 0.51124 -0.82857
H 1.32630 -0.08044 0.42913
H 1.68741 2.82647 -0.36444
H -0.15737 2.95668 0.62086
N -0.83439 -0.96726 1.22823
C -0.53742 -1.88733 0.12255
N -1.05021 -1.60388 -1.20622
H -1.70265 -1.25923 1.62309
H -1.13417 -0.08330 0.81045
H -0.86457 -2.88113 0.43042
H 0.54107 -1.97360 -0.01409
H -0.66429 -0.70938 -1.51334
H -2.04105 -1.36006 -1.17637
*
```

Properties
Kohn-Sham gap in hartree: 0.35907
HOMO level in eV: -9.1
SMILES string: C=CO.NCN

***

*ii*
Formula: C3H10N2O
Source: OMol25
Level of theory: ωB97M-V/def2-TZVPD

Structure (ORCA input):
```
! wB97M-V def2-TZVPD RIJCOSX def2/J DEFGRID3
* xyz 0 1
C 0.25405 -0.71994 0.82461
N 0.57587 0.48896 0.03212
C -0.12551 1.68459 0.48840
O -0.00463 2.69928 -0.48363
C -0.71321 -1.60921 0.05492
N 0.07041 -2.50369 -0.81122
H -0.10634 -0.45491 1.82050
H 1.20107 -1.26105 0.93184
H 1.56985 0.67839 0.10505
H -1.17159 1.41946 0.65231
H 0.29912 2.07090 1.42549
H 0.20421 2.22700 -1.29821
H -1.33564 -2.18116 0.73606
H -1.33269 -0.93920 -0.54589
H -0.56912 -3.05539 -1.38007
H 0.52553 -1.90070 -1.49418
*
```

Properties
Kohn-Sham gap in hartree: 0.38510
HOMO level in eV: -9.4
SMILES string: NCCNCO

***

*iii*
Formula: C3H10N2O
Source: OMol25
Level of theory: ωB97M-V/def2-TZVPD

Structure (ORCA input):
```
! wB97M-V def2-TZVPD RIJCOSX def2/J DEFGRID3
* xyz 0 1
C -0.51379 -0.01027 2.06323
C -0.22526 0.66590 0.95710
N 0.95754 0.47458 0.17465
N -1.66509 0.12807 2.85753
H 0.17076 -0.75373 2.46309
H -0.95214 1.35712 0.54616
H 1.43861 1.36406 0.08506
H 1.59060 -0.13354 0.67053
H 0.54529 -0.66732 -1.33937
H -2.39058 0.66844 2.41917
H -2.05771 -0.76384 3.13536
C 0.83134 -0.15292 -3.19552
O 0.39002 -1.06442 -2.22119
H 0.62329 -0.57382 -4.17453
H 0.30172 0.79935 -3.09651
H 1.90477 0.03874 -3.11298
*
```

Properties
Kohn-Sham gap in hartree: 0.33115
HOMO level in eV: -8.0
SMILES string: N/C=C/N.CO

***

The least stable of them is *i*.

***

*i*
Formula: C4H9NOS
Source: OMol25
Level of theory: ωB97M-V/def2-TZVPD

Structure (ORCA input):
```
! wB97M-V def2-TZVPD RIJCOSX def2/J DEFGRID3
* xyz 0 1
O 0.08732 -0.25804 -2.87446
C -0.84402 -0.66688 -2.22303
N -0.87434 -0.65352 -0.85838
C 0.23859 -0.01623 -0.15107
C -0.22695 1.26994 0.72369
S 1.05621 2.12258 1.80837
C 0.93956 -0.98151 0.77225
H -1.72942 -0.93881 -2.76563
H -1.44839 -1.34603 -0.51088
H 0.86828 0.25701 -1.12256
H -0.70941 1.86638 -0.10515
H -1.05883 1.01364 1.36122
H 0.25822 2.29804 2.88754
H 1.45982 -1.72533 0.12275
H 0.19748 -1.49282 1.47466
H 1.78589 -0.74843 1.46068
*
```

Properties
Kohn-Sham gap in hartree: 0.36619
HOMO level in eV: -9.2
SMILES string: C[C@H](CS)NC=O

***

*ii*
Formula: C4H9NOS
Source: OMol25
Level of theory: ωB97M-V/def2-TZVPD

Structure (ORCA input):
```
! wB97M-V def2-TZVPD RIJCOSX def2/J DEFGRID3
* xyz 0 1
C 1.52715 -1.74865 0.17070
N 0.15058 -1.40292 0.65969
C -0.50639 -0.47719 -0.15974
C -0.09186 0.93405 -0.20916
S 0.71378 1.51508 1.33241
C -1.51021 -1.04385 -0.99751
O -2.36757 -0.45869 -1.62731
H 2.28951 -1.01336 0.41162
H 1.48355 -1.75004 -0.92425
H 1.79336 -2.74473 0.50083
H 0.27477 -0.86947 1.52542
H -0.90602 3.84819 0.87857
H -0.99859 1.54449 -0.32450
H 0.59319 1.20045 -1.02017
H -0.96236 4.60602 0.89378
H -1.48288 -2.13938 -1.11037
*
```

Properties
Kohn-Sham gap in hartree: 0.17995
HOMO level in eV: -8.1

***

The least stable of them is *ii*.